Formula: C27H42F6O15Pb
Source: OMol25
Level of theory: wB97M-V/def2-TZVPD

The calculation puts the HOMO energy at -0.2600 Ha. The calculation puts the relative energy (zero: lowest compared OMol25 entry of this formula, charge and spin) at 117.14 kcal/mol. As for the maximum force: 4.5 eV Å⁻¹. The molar mass is 927.81 g/mol. Its HOMO-LUMO gap is 7.61 eV.

Geometry as ORCA input:
```
! wB97M-V def2-TZVPD RIJCOSX def2/J DEFGRID3
* xyz 0 1
Pb 0.31 -0.16 -0.06
C 3.63 1.60 -1.22
O 2.93 2.71 -1.83
O 2.74 0.67 -0.64
C 4.67 1.15 -2.29
F 5.72 2.03 -2.35
F 5.11 -0.10 -2.11
F 4.15 1.20 -3.50
C 3.53 4.01 -1.68
C 2.52 5.04 -2.26
H 1.53 4.70 -1.98
H 2.56 6.04 -1.82
H 2.53 5.07 -3.35
H 4.45 4.11 -2.27
H 3.65 4.35 -0.65
H 4.21 1.98 -0.37
C -2.93 -1.78 1.31
O -4.15 -1.34 0.68
O -1.86 -1.68 0.44
C -2.68 -1.56 2.92
F -1.71 -2.33 3.55
F -2.38 -0.27 3.22
F -3.80 -1.97 3.50
C -4.40 0.05 0.65
C -5.61 0.28 -0.08
H -5.58 -0.05 -1.11
H -6.49 -0.17 0.38
H -5.80 1.35 -0.07
H -3.56 0.49 0.10
H -4.46 0.51 1.63
H -3.25 -2.82 1.28
C 0.28 2.41 -4.18
O -0.90 1.60 -4.24
C -1.32 0.88 -3.22
O -0.94 1.03 -2.07
O -2.12 -0.04 -3.71
C -2.60 -1.11 -2.94
H 0.49 2.79 -5.18
H 1.20 1.84 -4.02
H 0.27 3.14 -3.38
H -3.55 -0.71 -2.57
H -1.98 -1.54 -2.16
H -2.78 -1.94 -3.63
O 1.01 0.42 2.48
C 1.26 0.24 3.67
O 2.12 1.02 4.31
C 2.18 0.82 5.76
C 1.61 -0.60 5.74
C 0.57 -0.64 4.65
H 1.52 1.59 6.15
H 3.25 0.89 5.98
H 1.20 -0.82 6.73
H 2.27 -1.47 5.71
H -0.35 -0.16 4.97
H 0.39 -1.64 4.27
O 0.85 -1.60 -2.10
C 1.25 -1.99 -3.19
O 1.29 -1.19 -4.21
C 1.91 -1.71 -5.33
C 2.44 -3.01 -4.88
C 1.66 -3.33 -3.63
H 2.63 -1.10 -5.87
H 1.19 -1.93 -6.11
H 3.48 -2.74 -4.66
H 2.43 -3.82 -5.60
H 2.35 -3.69 -2.86
H 0.90 -4.08 -3.83
O -1.12 1.93 0.50
C -1.79 2.90 0.93
O -2.15 3.99 0.24
C -3.22 4.75 0.90
C -3.67 3.80 1.96
C -2.37 3.12 2.34
H -4.05 5.11 0.29
H -2.71 5.63 1.28
H -4.45 3.11 1.64
H -4.15 4.28 2.81
H -2.60 2.12 2.72
H -1.71 3.68 3.01
O 1.18 -2.17 1.02
C 1.30 -3.25 1.51
O 2.14 -3.61 2.50
C 1.81 -4.89 3.09
C 1.06 -5.58 1.92
C 0.24 -4.41 1.29
H 1.22 -4.69 3.99
H 2.67 -5.46 3.45
H 0.42 -6.31 2.41
H 1.67 -6.08 1.17
H -0.66 -4.37 1.90
H -0.11 -4.49 0.26
*
```

Atom charges from the Löwdin analysis, given in e for atoms 1 to 6: atom 1 (Pb): 1.704, atom 2 (C): -0.403, atom 3 (O): -0.118, atom 4 (O): -0.343, atom 5 (C): -0.570, atom 6 (F): 0.097

---

Formula: C5H8N2
Source: OMol25
Level of theory: wB97M-V/def2-TZVPD

The calculation puts the HOMO energy at -0.2925 Ha. The calculation puts the relative energy (zero: lowest compared OMol25 entry of this formula, charge and spin) at 123.35 kcal/mol. As for the maximum force: 0.4 eV Å⁻¹. The molar mass is 96.13 g/mol. Its HOMO-LUMO gap is 6.84 eV.

Geometry as ORCA input:
```
! wB97M-V def2-TZVPD RIJCOSX def2/J DEFGRID3
* xyz 0 1
C -0.90 -1.69 -1.88
N -0.36 -0.84 -0.83
C 1.00 -0.73 -0.47
C 1.17 0.16 0.57
C -0.24 0.53 0.76
C -0.76 1.39 1.66
N -1.15 -0.12 -0.14
H -0.07 -2.17 -2.40
H -1.48 -1.08 -2.57
H -1.54 -2.45 -1.42
H 1.70 -1.33 -1.04
H 2.41 2.05 1.64
H 2.63 2.71 1.93
H -0.10 1.89 2.35
H -1.83 1.58 1.70
*
```

Atom charges from the natural (NBO) analysis, given in e for atoms 1 to 6: atom 1 (C): -0.418, atom 2 (N): -0.037, atom 3 (C): -0.228, atom 4 (C): -0.232, atom 5 (C): -0.063, atom 6 (C): -0.139

---

Formula: C6H18NO
Source: OMol25
Level of theory: wB97M-V/def2-TZVPD

The calculation puts the HOMO energy (alpha / beta) at -0.3515 / -0.3566 Ha. The calculation puts the relative energy (zero: lowest compared OMol25 entry of this formula, charge and spin) at 3.51 kcal/mol. Its expectation value of S² is 0.754. As for the maximum force: 1.0 eV Å⁻¹. The molar mass is 120.22 g/mol. Its HOMO-LUMO gap (alpha / beta) is 10.37 / 9.55 eV.

Geometry as ORCA input:
```
! wB97M-V def2-TZVPD RIJCOSX def2/J DEFGRID3
* xyz 0 2
C 0.01 -1.48 3.05
C 0.15 -0.63 1.79
C -1.01 -0.79 0.82
C -0.98 0.11 -0.44
C -0.38 1.50 -0.22
C -0.26 -0.56 -1.64
N 1.40 -0.82 1.10
H -0.08 -2.54 2.82
H -0.85 -1.18 3.65
H 0.91 -1.34 3.66
H 0.15 0.42 2.11
H -1.11 -1.83 0.51
H -1.93 -0.55 1.37
H -2.02 0.28 -0.74
H 0.64 1.49 0.15
H -0.37 2.03 -1.18
H -0.99 2.09 0.47
H 0.80 -0.32 -1.52
H -0.59 -0.08 -2.56
H -0.33 -1.65 -1.69
H 4.53 -1.19 0.61
H 2.05 -1.17 1.81
H 4.53 -0.90 1.30
H 0.71 2.29 -4.38
H -0.74 2.72 -4.35
O -0.04 2.38 -3.79
*
```

Atom charges from the natural (NBO) analysis, given in e for atoms 1 to 6: atom 1 (C): -0.615, atom 2 (C): -0.141, atom 3 (C): -0.390, atom 4 (C): -0.206, atom 5 (C): -0.624, atom 6 (C): -0.614

---

Formula: C29H59Cl28N2O2
Source: OMol25
Level of theory: wB97M-V/def2-TZVPD

The calculation puts the HOMO energy (alpha / beta) at -0.2971 / -0.3003 Ha. Its expectation value of S² is 0.754. As for the maximum force: 2.0 eV Å⁻¹. The molar mass is 1460.49 g/mol. Its HOMO-LUMO gap (alpha / beta) is 8.49 / 8.57 eV.

Geometry as ORCA input:
```
! wB97M-V def2-TZVPD RIJCOSX def2/J DEFGRID3
* xyz 0 2
C 5.67 0.87 0.50
C 4.61 0.66 -0.58
C 3.27 0.22 0.03
N 2.13 0.73 -0.73
C 0.86 0.92 0.01
C -0.25 0.93 -1.10
C -1.05 2.20 -1.32
C -2.33 1.93 -2.15
O -0.19 3.11 -2.04
C 0.96 2.23 0.81
C 0.19 2.41 2.15
C 1.14 3.16 3.10
C -1.08 3.30 2.04
N -0.11 1.11 2.84
O -0.90 1.29 3.85
C -0.50 -0.07 2.00
C -1.92 0.04 1.47
C -0.43 -1.31 2.94
C 0.59 -0.28 0.93
H 5.30 1.56 1.27
H 6.61 1.26 0.08
H 5.88 -0.09 1.00
H 4.98 -0.12 -1.27
H 4.49 1.58 -1.16
H 3.24 -0.88 0.07
H 3.26 0.56 1.08
H 2.40 1.61 -1.16
H 0.22 0.70 -2.06
H -0.97 0.12 -0.94
H -1.38 2.67 -0.39
H -2.17 2.20 -3.20
H -2.63 0.88 -2.13
H -3.18 2.50 -1.75
H -0.72 3.88 -2.29
H 0.74 3.11 0.19
H 2.02 2.33 1.07
H 0.64 3.37 4.05
H 2.01 2.52 3.32
H 1.52 4.07 2.63
H -1.99 2.74 1.85
H -0.90 4.06 1.27
H -1.23 3.82 2.99
H -2.19 -0.86 0.91
H -2.62 0.13 2.31
H -2.10 0.90 0.82
H -0.21 -1.02 3.97
H 0.31 -2.03 2.57
H -1.39 -1.85 2.92
H 1.48 -0.61 1.47
H 0.27 -1.13 0.31
C 8.00 -0.90 3.30
Cl 6.63 -2.00 3.17
Cl 7.52 0.69 3.92
H 8.73 -1.33 3.98
H 8.43 -0.76 2.31
C -5.66 0.41 -2.36
Cl -5.47 0.15 -4.10
Cl -5.11 -0.97 -1.40
H -5.07 1.27 -2.08
H -6.71 0.58 -2.15
C 0.23 -4.31 -0.74
Cl -1.07 -3.20 -0.26
Cl 1.78 -3.87 -0.01
H -0.03 -5.31 -0.43
H 0.33 -4.26 -1.82
C 8.61 -5.08 3.74
Cl 7.28 -5.15 4.90
Cl 9.88 -3.95 4.24
H 9.05 -6.07 3.66
H 8.21 -4.75 2.79
C -9.94 0.90 -2.73
Cl -8.94 1.35 -1.33
Cl -9.38 1.70 -4.20
H -9.87 -0.17 -2.87
H -10.96 1.19 -2.53
C 8.63 -0.51 -1.51
Cl 7.20 -1.06 -2.37
Cl 8.89 -1.42 -0.02
H 9.50 -0.64 -2.15
H 8.50 0.53 -1.26
C 9.29 2.72 6.63
Cl 11.05 2.53 6.49
Cl 8.79 4.41 6.42
H 8.82 2.13 5.86
H 8.99 2.39 7.61
C -2.48 -0.54 5.90
Cl -3.24 -1.93 6.69
Cl -3.55 0.23 4.72
H -2.23 0.19 6.66
H -1.58 -0.87 5.39
C -0.29 -0.59 -5.57
Cl 0.76 0.09 -4.32
Cl -1.95 -0.11 -5.23
H 0.02 -0.21 -6.54
H -0.23 -1.67 -5.54
C 3.74 -6.39 -3.69
Cl 4.62 -5.97 -2.22
Cl 2.03 -5.91 -3.61
H 4.19 -5.88 -4.53
H 3.78 -7.47 -3.82
C -13.78 -0.64 -4.62
Cl -13.89 -1.09 -2.91
Cl -12.18 0.01 -5.02
H -13.95 -1.52 -5.22
H -14.52 0.13 -4.82
C -2.18 -4.91 -4.43
Cl -2.49 -5.18 -2.71
Cl -0.54 -4.32 -4.72
H -2.30 -5.84 -4.96
H -2.89 -4.17 -4.79
C -6.36 2.14 1.51
Cl -5.41 2.56 2.94
Cl -5.80 2.98 0.04
H -6.28 1.07 1.34
H -7.38 2.44 1.68
C -4.59 5.12 -3.02
Cl -5.12 3.50 -3.48
Cl -2.89 5.18 -2.55
H -4.73 5.78 -3.87
H -5.19 5.45 -2.17
*
```

Atom charges from the Löwdin analysis, given in e for atoms 1 to 6: atom 1 (C): -0.120, atom 2 (C): -0.241, atom 3 (C): -0.245, atom 4 (N): 0.001, atom 5 (C): -0.383, atom 6 (C): -0.094

---

Q: The lowest maximum force belongs to which entry?
A: C5H8N2